w.
DFT (ωB97M-V/def2-TZVPD) results for the molecule C3H5NO.

Structure (XYZ):
```
10
C3H5NO (ωB97M-V/def2-TZVPD)
O -1.412 0.865 0.364
N -0.206 0.683 0.174
C 0.146 -0.593 -0.150
C 0.755 1.553 0.345
C -0.655 -1.661 -0.302
H -1.686 -1.560 -0.284
H 1.336 -0.608 -0.484
H 1.730 1.503 0.358
H -0.244 -2.644 -0.565
H 0.236 2.463 0.544
```

E_LUMO = 0.06 eV
frontier orbital gap = 9.04 eV
charge = 0

x.
DFT (ωB97M-V/def2-TZVPD) results for the molecule C3H5NO.

Structure (XYZ):
```
10
C3H5NO (ωB97M-V/def2-TZVPD)
O -0.976 1.069 -0.140
N -0.576 -1.066 0.461
C 0.610 0.809 -0.033
C 0.686 -0.689 -0.193
C -1.406 -0.125 0.286
H 1.017 1.088 0.955
H 1.513 -1.232 0.286
H -2.465 -0.315 0.454
H 0.663 -0.999 -1.249
H 0.903 1.475 -0.822
```

E_LUMO = 1.02 eV
frontier orbital gap = 10.55 eV
charge = 0

y.
DFT (ωB97M-V/def2-TZVPD) results for the molecule C3H5NO.

Structure (XYZ):
```
10
C3H5NO (ωB97M-V/def2-TZVPD)
O -0.718 0.420 -0.628
N 1.302 -0.383 0.464
C -1.273 1.028 0.547
C 1.344 -1.206 -0.842
C 0.406 -0.227 -0.399
H -0.488 1.234 1.276
H 2.127 -0.964 -1.557
H 1.120 -2.269 -0.748
H -1.763 1.950 0.246
H -2.011 0.344 0.968
```

E_LUMO = 1.00 eV
frontier orbital gap = 10.93 eV
charge = 0

z.
DFT (ωB97M-V/def2-TZVPD) results for the molecule C3H5NO.

Structure (XYZ):
```
10
C3H5NO (ωB97M-V/def2-TZVPD)
O -0.153 -0.875 -1.734
N -0.440 -0.350 -0.233
C -1.646 -0.505 0.204
C 0.581 0.193 0.405
C 1.685 0.715 -0.103
H 2.269 1.182 0.591
H -2.368 -1.023 -0.497
H -2.189 -0.364 1.121
H 1.825 0.914 -1.211
H 0.436 0.112 1.457
```

E_LUMO = -0.50 eV
frontier orbital gap = 8.39 eV
charge = 0

Stability summary - winner: x; margin: 0.0443 hartree.

w.
DFT (ωB97M-V/def2-TZVPD) results for a cluster of 9 separate species, C48H114F9N6O18 in total.

Structure (XYZ):
```
195
C48H114F9N6O18 (ωB97M-V/def2-TZVPD)
F 4.304 8.768 -0.792
F 3.352 7.773 0.812
F 3.130 -1.551 0.286
F 1.892 -3.292 0.723
F 3.565 9.948 0.866
F 3.729 0.005 2.417
F 5.728 0.098 3.300
F 1.335 -2.044 -0.908
F 4.159 1.286 4.102
O 1.606 -4.467 4.733
O 2.754 1.362 -3.056
O 3.407 -9.882 -5.521
O -1.513 -5.620 0.619
O -6.814 -0.682 -1.504
O 3.093 0.414 -7.486
O 4.455 -2.413 4.255
O 1.219 10.218 -0.477
O 0.962 8.051 -0.392
O -4.030 8.257 1.622
O 0.232 7.053 3.696
O -2.559 0.243 -1.697
O 1.023 0.128 0.995
O -0.201 -1.643 1.686
O 1.832 -6.005 -2.715
O -4.289 -1.783 0.156
O -2.605 -0.598 4.988
O 4.414 -0.812 5.847
N -0.771 -4.166 2.872
N -2.900 -0.721 2.176
N -0.568 9.376 1.671
N 1.037 -8.744 -3.075
N -4.985 1.208 -1.994
N 1.802 2.028 -5.680
C 0.160 9.325 2.988
C -1.779 -6.047 -0.698
C -6.324 1.349 -2.659
C -0.148 -5.313 0.847
C -4.056 -1.637 2.555
C -2.445 -0.307 6.386
C 2.636 0.842 -1.731
C 3.393 -0.704 -8.289
C -7.272 -1.108 -0.203
C -2.559 1.628 -1.921
C 0.990 1.172 1.998
C 1.991 2.531 -3.226
C 2.220 -4.665 -2.376
C -4.340 -2.517 1.385
C -5.285 8.678 2.166
C 0.060 -5.286 2.363
C -1.950 0.332 4.131
C 0.933 5.813 3.789
C 2.339 -6.998 -1.857
C -3.873 2.022 -2.592
C -2.921 8.881 2.201
C 3.294 8.918 0.089
C -0.090 5.888 -0.767
C -2.805 0.588 2.896
C 4.641 -4.120 2.599
C 1.076 -1.209 1.473
C -1.695 8.386 1.442
C 1.877 -1.967 0.331
C 1.931 9.071 -0.669
C 1.894 -8.650 -4.343
C 1.034 8.095 3.177
C 4.053 -1.026 4.617
C 1.483 -8.209 -1.718
C 3.198 -9.421 -4.195
C 1.312 2.373 1.163
C -4.096 -2.589 -0.986
C 4.098 -2.731 2.920
C -7.400 0.511 -1.938
C -1.389 -0.191 -1.017
C 0.643 -3.514 5.037
C 1.957 2.476 -7.140
C 2.820 -4.176 5.438
C 1.014 6.871 -1.171
C 4.534 -10.762 -5.622
C 4.412 0.066 3.591
C 2.023 1.204 -7.924
C -0.732 -3.740 4.340
C 2.248 3.042 -4.635
H -1.548 1.162 4.722
H -2.403 2.123 -0.953
H 4.242 -1.237 -7.871
H 2.102 -4.433 -1.316
H 1.020 -2.495 4.879
H -1.717 1.943 -2.547
H -3.093 9.963 2.062
H 2.276 2.304 0.673
H 4.568 -2.012 2.254
H -3.363 -0.440 6.960
H 1.955 -7.590 -4.575
H 2.548 -1.404 -8.299
H 4.441 -11.616 -4.954
H -1.407 -1.259 -0.839
H 1.125 0.573 -7.855
H -4.905 -1.024 2.853
H 0.511 2.760 0.526
H 3.277 -4.589 -2.631
H 2.057 -8.983 -1.218
H -1.616 -0.907 6.751
H -0.041 1.285 2.357
H 0.313 -3.432 6.083
H 0.225 5.165 4.307
H 1.099 5.457 2.768
H 3.319 1.480 -1.160
H -3.188 -0.640 1.192
H 2.111 1.437 -8.991
H 0.557 -7.876 -1.254
H 0.143 9.352 0.917
H 1.645 1.017 2.854
H 0.083 -8.433 -3.251
H -4.451 -2.087 -1.884
H -1.283 -4.471 4.929
H -4.852 0.192 -1.946
H 1.753 -1.258 2.333
H -6.368 1.098 -3.722
H -3.779 1.960 -3.674
H 1.546 -3.989 -2.894
H 0.960 7.065 -2.247
H -0.499 9.562 3.822
H 2.874 3.061 -7.138
H -4.195 3.048 -2.413
H 0.293 4.880 -0.974
H -1.393 7.454 1.907
H 1.654 0.770 -1.262
H -0.391 5.805 0.275
H 2.890 -4.422 6.500
H -0.371 -6.232 2.686
H -1.926 8.449 0.384
H -0.521 0.235 -1.536
H -1.219 -5.521 -1.477
H -5.310 -3.015 1.417
H -0.551 -3.315 2.316
H -0.946 -0.029 3.864
H -5.206 8.588 3.258
H -1.025 10.286 1.651
H -2.306 0.764 6.559
H 4.123 -4.776 3.298
H -5.509 9.708 1.902
H 3.044 -0.166 -1.735
H -0.928 6.083 -1.437
H 4.477 -11.144 -6.643
H 5.707 -4.184 2.814
H 2.939 -1.136 4.525
H 1.282 3.175 1.917
H 3.006 -10.256 -3.507
H -3.039 -2.847 -1.104
H 1.860 5.773 4.363
H -1.218 0.331 -0.064
H 4.419 -4.478 1.591
H 2.003 6.423 -1.016
H -8.204 0.363 -2.661
H 3.400 -7.212 -2.036
H -1.766 -4.349 2.772
H -2.856 8.740 3.288
H 3.310 3.186 -4.821
H 0.836 10.184 2.971
H -6.566 2.411 -2.747
H 3.586 -0.397 -9.320
H 5.471 -10.204 -5.600
H 3.534 -4.796 4.903
H 1.106 -5.158 2.618
H 0.567 -6.023 0.419
H -6.996 -0.306 0.488
H 1.517 7.915 2.213
H 0.903 -9.750 -2.938
H -2.839 -5.992 -0.934
H -5.977 7.871 1.945
H 1.299 -9.125 -5.121
H -3.689 -2.223 3.395
H 2.483 1.258 -5.635
H 2.253 3.255 -2.451
H 2.117 8.993 -1.750
H 1.083 3.101 -7.306
H -1.307 -2.814 4.355
H 3.124 -3.128 5.346
H 0.846 1.725 -5.522
H 0.096 -4.362 0.365
H 1.732 8.359 3.978
H 0.915 2.298 -3.205
H 3.012 -2.892 2.866
H -8.362 -1.127 -0.115
H -2.269 1.258 2.224
H -3.572 -3.300 1.360
H 4.099 -8.866 -3.928
H -6.871 -2.107 -0.102
H -3.784 0.998 3.128
H -1.989 -1.193 2.239
H -7.789 1.193 -1.173
H 1.638 3.925 -4.819
H -4.652 -3.527 -0.904
H -5.108 1.502 -1.025
H -1.508 -7.109 -0.763
H 2.399 -6.567 -0.846
```

E_LUMO = -6.50 eV
frontier orbital gap = 3.60 eV
charge = +3

x.
DFT (ωB97M-V/def2-TZVPD) results for a cluster of 9 separate species, C48H114F9N6O18 in total.

Structure (XYZ):
```
195
C48H114F9N6O18 (ωB97M-V/def2-TZVPD)
F 5.511 -3.748 -1.414
F -1.024 4.102 -1.431
F 0.791 5.191 -1.082
F -1.646 -6.397 0.930
F -2.394 -4.787 2.131
F -1.115 6.158 -0.854
F 4.427 -2.766 -2.870
F 6.072 -1.725 -1.980
F -3.801 -5.975 0.933
O -3.524 3.277 5.736
O 0.794 -4.165 -3.259
O -1.377 0.161 4.947
O 1.324 -7.422 -1.265
O -2.857 -3.150 0.108
O -0.800 6.224 -9.171
O -1.424 6.323 -3.707
O 4.718 4.470 9.939
O 0.015 4.582 -4.078
O -1.239 -4.308 -0.866
O 0.603 3.663 5.275
O -1.768 2.849 -7.317
O 2.975 -2.760 -0.212
O -0.288 0.517 1.687
O 1.891 -3.709 2.694
O -3.834 -4.237 -4.980
O 3.451 -0.650 -0.947
O -1.322 0.217 -2.074
N -1.742 -5.595 -3.972
N 3.380 3.618 7.684
N 1.345 -5.210 0.107
N -1.583 5.500 -6.685
N -0.543 -1.476 -0.180
N -2.199 1.137 7.346
C 0.759 -0.394 1.699
C 1.730 4.185 5.934
C -2.038 0.951 -3.076
C 2.000 -3.522 -3.470
C 5.274 3.373 9.244
C 2.798 -3.026 3.582
C -3.189 -3.588 -3.931
C -1.740 7.074 -8.638
C -0.705 -0.949 -2.538
C -4.208 -1.219 0.176
C 2.674 -5.592 -0.684
C 3.950 -1.925 -0.670
C -4.195 -2.690 -0.044
C -1.963 -1.112 4.679
C 0.819 2.569 -5.082
C 0.103 -1.731 1.231
C 1.284 -5.726 1.572
C 0.989 3.571 -3.953
C -0.332 0.222 5.904
C -0.433 5.260 -1.655
C -4.939 -3.472 -5.552
C 4.995 -2.518 -1.690
C -3.177 3.438 7.065
C -2.953 4.796 -6.447
C -0.366 5.698 -3.142
C -1.874 2.681 7.358
C 0.042 4.485 4.257
C -2.596 -5.465 0.934
C 5.665 5.250 10.650
C 2.143 3.193 7.022
C -0.119 6.595 -10.360
C 1.048 -8.786 -1.116
C 2.265 -5.073 2.498
C -2.707 3.299 -6.360
C -2.418 -4.539 -3.038
C -0.947 0.232 7.309
C 0.266 -1.468 -1.467
C 0.819 -5.552 -3.654
C 4.125 0.572 -0.990
C 4.082 2.617 8.624
C -4.217 4.325 5.122
C 3.072 1.511 -1.615
C -1.693 6.927 -7.100
C -1.889 1.512 -7.506
C 0.059 1.820 2.103
C -2.480 -4.478 -0.265
C 2.650 -7.123 -0.844
C -0.502 -6.286 -3.359
H -0.993 4.939 -7.290
H -2.739 6.688 -8.858
H 4.602 0.817 -0.039
H -0.081 5.522 4.576
H -0.310 0.544 8.138
H -2.887 1.096 -7.346
H 2.158 2.211 6.551
H -2.546 -2.771 -4.269
H 1.973 4.047 -3.981
H -3.033 -5.141 -2.369
H -0.546 -2.160 1.992
H -1.494 -1.689 -2.710
H 1.417 3.195 7.835
H 4.575 -1.661 0.197
H -3.766 -1.009 1.153
H -4.860 -3.100 0.722
H 0.536 6.296 -3.305
H -2.581 0.931 8.263
H -3.890 3.103 7.823
H -1.101 2.766 6.595
H 2.115 -3.216 -4.514
H 4.870 0.641 -1.787
H -0.712 -6.417 -2.299
H 0.334 -5.365 1.964
H 2.988 -7.731 -0.001
H -2.680 -1.061 3.862
H 2.700 -5.038 -1.621
H 0.385 1.038 5.825
H 3.376 -5.047 -0.054
H -0.239 -0.895 -3.524
H -1.236 -2.216 -0.235
H -3.507 5.011 -7.362
H 1.606 -9.548 -1.660
H -5.838 -3.577 -4.941
H -5.145 4.590 5.632
H 0.676 5.857 -10.461
H 5.985 3.643 8.459
H -1.581 0.887 -4.063
H -2.538 -1.454 5.545
H -1.708 -4.063 -2.362
H -4.469 3.883 4.159
H 0.393 1.593 -4.861
H 0.356 7.577 -10.407
H -4.762 -2.402 -5.656
H -5.368 -3.809 -6.495
H -1.460 2.870 8.348
H 3.444 2.533 -1.680
H -1.189 5.496 -5.747
H -3.513 5.305 -5.665
H 2.233 -2.201 4.021
H -0.648 2.632 1.927
H 1.270 -0.604 2.641
H 0.990 -9.085 -0.065
H 0.681 4.501 3.374
H 1.337 -6.813 1.568
H -5.227 -0.880 0.363
H 2.924 1.121 -2.623
H -0.964 4.122 4.053
H 0.253 -0.700 5.931
H 3.442 2.125 9.354
H -1.592 1.199 -8.507
H 4.348 1.874 7.872
H -3.702 2.859 -6.470
H -0.749 6.562 -11.251
H -3.632 5.242 5.034
H 0.592 -2.502 -1.564
H -1.091 -0.805 7.613
H -0.567 -7.187 -3.969
H 0.887 -2.467 1.049
H -1.642 -5.136 -4.872
H 4.062 3.797 6.953
H -3.081 0.638 -3.016
H 1.438 -0.037 0.921
H 6.052 4.792 11.559
H -1.296 -1.966 4.550
H -2.510 7.467 -6.619
H 2.170 -5.522 3.490
H 1.735 2.421 -5.659
H 1.971 -2.550 -2.977
H 3.314 -7.563 -1.592
H 1.175 -4.210 0.139
H -0.015 -8.933 -1.320
H 2.506 4.412 5.200
H -0.898 7.344 -6.477
H 1.055 -5.630 -4.716
H -2.456 2.997 -5.340
H -3.030 -4.937 -1.092
H -3.934 -3.062 -3.327
H 1.409 5.075 6.482
H -2.024 1.994 -2.760
H 1.130 -0.847 -1.231
H 0.572 -5.665 -0.370
H -2.365 -6.363 -4.195
H 0.993 3.053 -2.990
H -2.904 0.840 6.679
H 3.287 4.492 8.197
H -2.940 4.477 7.309
H 0.970 2.237 1.667
H 3.312 -5.180 2.209
H 2.098 1.431 -1.130
H 3.698 -2.553 3.190
H 0.128 1.854 3.193
H -3.611 -0.712 -0.583
H 5.838 2.718 9.910
H -4.694 -3.022 -0.957
H 2.811 -4.154 -3.113
H -1.173 -0.680 -0.185
H 5.233 6.231 10.847
H 0.342 3.145 -5.878
H 2.996 -3.654 4.453
H 1.521 -6.125 -3.045
H -1.679 8.116 -8.955
H -1.263 0.958 -6.798
H 6.451 5.483 9.929
```

E_LUMO = -6.15 eV
frontier orbital gap = 4.98 eV
charge = +3

Stability summary - winner: x; margin: 0.0157 hartree.